(1)
15
Properties=species:S:1:pos:R:3:forces:R:3:mulliken_charge:R:1 method="wB97M-V/def2-TZVPD" largest_force_ev_per_a=0.41 relative_energy_kj_mol=397.6 lumo_ev=-0.046
C 1.5010 1.2285 0.4637 0.0 0.1 0.0 -0.768
N 0.7964 0.0664 -0.0300 -0.1 -0.3 0.2 0.657
C -0.4564 0.0115 -0.7898 0.0 0.0 -0.1 0.226
C -0.6871 -1.4216 -1.0990 0.4 0.0 0.2 -0.897
C -1.6952 0.1736 0.1628 -0.1 0.2 0.2 -1.077
C 0.2902 -1.9945 -0.2491 -0.1 -0.3 -0.2 -0.137
N 1.1481 -1.1276 0.3201 -0.2 0.3 -0.2 -0.707
H 1.4714 2.0251 -0.2857 0.0 -0.2 0.1 0.285
H 2.5403 0.9510 0.6498 -0.2 0.0 0.0 0.288
H 1.0559 1.5986 1.3949 0.0 0.0 -0.1 0.291
H -0.4722 0.7744 -1.5730 0.0 -0.3 0.1 0.439
H -2.0321 -0.7826 0.5753 0.2 0.2 -0.1 0.326
H -2.5253 0.5776 -0.4158 0.1 0.0 0.1 0.293
H -1.4365 0.8388 0.9876 -0.1 0.1 -0.1 0.327
H 0.4199 -3.0441 -0.0194 0.1 0.1 -0.1 0.453

(2)
10
Properties=species:S:1:pos:R:3:forces:R:3:mulliken_charge:R:1 method="wB97M-V/def2-TZVPD" largest_force_ev_per_a=2.39 relative_energy_kj_mol=219.8 total_charge=+1 lumo_ev=-4.940
C -1.1149 -1.8757 0.5777 -0.8 1.4 0.1 0.353
C -0.7100 1.2792 0.0909 0.3 -2.3 0.5 -0.015
N 0.6689 -0.3627 -0.2329 0.5 -0.8 -0.1 -0.307
N 1.2207 0.7723 -0.4782 -0.6 -0.2 0.1 0.237
N 0.4144 1.7925 -0.2886 0.1 1.2 -0.2 -0.403
N -0.5453 -0.1346 0.1476 0.4 1.0 -0.4 0.135
O -1.9003 -1.9727 1.3867 0.1 -0.3 0.0 -0.133
H -0.5087 -2.3779 -0.1614 0.3 -0.2 -0.1 0.397
H -1.5894 1.8051 0.3943 -0.3 0.1 -0.1 0.441
H 2.1879 0.8609 -0.7803 -0.2 0.0 0.0 0.295

(3)
18
Properties=species:S:1:pos:R:3:forces:R:3:mulliken_charge:R:1 method="wB97M-V/def2-TZVPD" largest_force_ev_per_a=0.24 relative_energy_kj_mol=102.3 smiles=CCCC1CC1 lumo_ev=1.299
C -1.8062 0.5513 0.9537 0.0 0.1 0.0 -1.125
C -1.3727 -0.8416 0.5002 0.0 -0.1 0.0 -0.328
C 0.1475 -1.0106 0.3992 0.0 0.0 0.0 -0.864
C 0.7652 -0.3420 -0.8110 -0.1 -0.1 0.0 0.117
C 2.1514 0.2316 -0.7440 0.2 -0.1 0.0 -0.691
C 0.9705 1.1454 -0.9004 -0.1 0.2 0.0 -0.584
H -1.4215 1.3243 0.2837 -0.1 -0.1 0.1 0.273
H -1.4347 0.7663 1.9633 0.0 0.0 -0.2 0.294
H -2.8968 0.6429 0.9744 0.1 0.0 0.0 0.347
H -1.7706 -1.5835 1.2041 0.0 0.1 -0.1 0.301
H -1.8199 -1.0676 -0.4774 0.0 0.0 0.1 0.299
H 0.3923 -2.0806 0.3543 0.0 0.2 0.0 0.288
H 0.6210 -0.6263 1.3143 -0.1 0.0 -0.1 0.293
H 0.4981 -0.8196 -1.7534 0.1 0.1 0.1 0.372
H 2.6352 0.2308 0.2300 -0.1 0.0 -0.2 0.232
H 2.8289 0.0944 -1.5812 -0.1 0.0 0.1 0.271
H 0.8090 1.6234 -1.8628 0.0 -0.1 0.2 0.209
H 0.7032 1.7614 -0.0470 0.1 -0.1 -0.1 0.296

(4)
10
Properties=species:S:1:pos:R:3:forces:R:3:mulliken_charge:R:1 method="wB97M-V/def2-TZVPD" largest_force_ev_per_a=4.09 relative_energy_kj_mol=120.2 smiles="O=P(Cl)(Cl)CC=S" lumo_ev="-1.054 / -1.054"
C 0.4279 -0.1330 0.3833 0.2 4.1 0.3 -0.668
C 1.6049 0.0686 -0.6002 1.5 2.1 -1.5 -0.209
O -2.2172 0.5500 1.4516 -0.5 0.0 2.2 -0.507
P -1.6212 0.0588 0.2492 3.3 -1.5 -1.9 0.874
S 3.1841 -0.5226 -0.5690 -3.0 0.2 0.5 -0.153
Cl -2.3727 1.1867 -1.2081 0.5 0.1 -0.7 -0.179
Cl -1.9843 -1.8338 -0.4231 -0.2 0.4 0.3 -0.196
H 0.7612 -0.9903 0.8437 -0.5 -2.6 1.4 0.446
H 0.6343 0.6773 1.2331 -0.5 -1.3 -1.8 0.317
H 1.5831 0.9382 -1.3605 -0.8 -1.4 1.2 0.275

(5)
43
Properties=species:S:1:pos:R:3:forces:R:3:lowdin_spin:R:1 method="wB97M-V/def2-TZVPD" largest_force_ev_per_a=3.04 multiplicity=3 total_charge=-2 lumo_ev="5.180 / 5.162" s_squared=2.25
V -13.8113 -0.7238 -5.8692 0.4 -0.7 1.2 1.415
O -16.9826 1.3468 -4.1068 -0.8 0.3 0.7 0.014
C -16.3160 0.5547 -4.6979 -0.2 1.1 0.1 0.017
N -15.6455 -0.1465 -5.3483 0.5 -0.8 -0.5 0.007
C -14.5592 1.1479 -8.5364 0.6 1.8 0.2 0.040
C -14.4117 -0.2860 -8.7069 -0.2 -2.6 -1.5 0.262
O -14.4701 -1.0585 -7.6670 0.5 -0.2 -0.9 0.200
C -14.3229 -0.8590 -10.0509 0.1 1.2 1.3 0.081
C -14.0482 -2.2267 -10.3832 -0.2 1.0 1.3 0.084
C -14.1298 -2.6747 -11.6439 -0.9 -0.8 -1.7 0.012
C -14.6329 -1.8348 -12.6660 0.8 -1.6 -2.3 0.162
C -14.8100 -0.4740 -12.4009 0.1 0.6 -0.9 0.014
C -14.5187 0.0264 -11.1411 -0.7 -0.2 -0.9 0.109
H -15.4949 1.5654 -8.8827 -0.7 -0.2 -0.1 0.015
H -13.8199 1.6940 -9.1505 0.1 -0.1 0.6 0.010
H -14.4593 1.4007 -7.4728 0.1 0.1 -0.4 0.000
H -13.7695 -2.8938 -9.6153 0.2 -0.6 1.0 0.007
H -13.9667 -3.7484 -11.8916 0.1 0.9 0.3 -0.003
H -14.5900 -2.3412 -13.7315 -0.6 1.5 2.0 0.010
H -15.1571 0.2552 -13.1912 0.6 -1.0 0.8 -0.003
H -14.5534 1.1029 -11.0441 -0.2 -0.1 0.4 0.011
C -11.0461 -0.5786 -9.1727 -0.1 -0.4 0.0 0.004
O -11.1222 0.8049 -8.8955 0.1 0.5 0.1 0.001
H -10.8284 -1.1884 -8.2624 -0.1 0.4 -0.6 0.001
H -10.2444 -0.7148 -9.9280 -0.2 0.0 0.5 0.001
H -11.9828 -0.9424 -9.6368 0.5 0.1 0.4 0.004
H -11.4934 0.9899 -8.0068 0.1 -0.6 -0.1 -0.001
S -12.1295 0.6293 -5.5633 -0.3 -0.2 -0.3 -0.068
C -11.8200 -1.7768 -2.4199 0.6 -1.5 0.4 -0.005
Ge -12.1049 -2.9428 -3.9706 -0.8 0.5 -1.0 -0.045
C -12.2979 -4.8946 -3.7598 0.0 -0.4 -1.1 -0.004
C -10.5294 -2.8679 -5.1305 -1.1 0.8 -0.6 -0.009
C -13.6690 -2.3424 -4.9287 0.7 0.7 -0.5 -0.317
H -10.9192 -2.1459 -1.8913 -0.2 0.5 -0.1 0.000
H -12.6656 -1.8763 -1.7513 -0.2 0.3 0.2 -0.001
H -11.7095 -0.7821 -2.8216 0.0 0.3 0.0 0.000
H -11.4030 -5.4146 -3.4427 0.2 -0.1 0.5 0.000
H -12.4962 -5.3075 -4.7839 0.1 0.6 0.6 -0.001
H -13.1646 -5.1434 -3.1798 -0.3 -0.3 0.6 0.000
H -9.6832 -3.3215 -4.6715 1.0 -0.2 0.3 -0.001
H -10.4040 -1.8346 -5.4936 0.3 -0.3 0.4 0.001
H -10.8624 -3.4430 -5.9905 0.2 -0.3 -0.2 -0.001
H -14.4599 -3.0117 -5.2657 -0.1 -0.3 0.1 -0.024

(6)
25
Properties=species:S:1:pos:R:3:forces:R:3:mulliken_charge:R:1 method="wB97M-V/def2-TZVPD" largest_force_ev_per_a=1.50 total_charge=+2 lumo_ev=-11.496
C -1.7741 1.1647 -2.5260 -0.2 0.0 -0.1 -1.257
C -1.0694 -0.1369 -2.1461 0.6 0.2 0.2 0.147
O 0.3243 0.0294 -2.0460 -0.2 0.0 0.2 -0.451
C -1.6864 -0.9017 -1.0619 -0.8 -0.2 -1.1 -0.467
Al -1.3775 -0.3000 1.0461 0.1 -0.2 1.5 0.395
C 0.5021 0.6794 1.1658 -0.3 0.2 -0.6 0.047
Cl 0.2159 2.1563 0.3032 0.1 0.1 0.0 -0.017
C 1.7974 -0.0912 0.9597 -0.1 -0.2 0.0 0.229
C 2.2144 -0.8724 2.2205 -0.6 -0.8 -0.3 -1.749
Cl 3.1382 0.9794 0.3986 0.0 0.1 0.0 -0.073
H -1.1773 1.6931 -3.2660 0.0 0.0 0.1 0.351
H -1.9371 1.8035 -1.6589 0.1 0.0 0.0 0.291
H -2.7474 0.9501 -2.9689 0.0 0.0 0.1 0.424
H -1.2829 -0.8651 -2.9850 -0.2 0.0 0.1 0.385
H 0.7850 -0.7714 -2.3118 0.1 -0.1 -0.2 0.350
H -1.3207 -1.9055 -0.7805 0.4 0.3 0.4 0.441
H -2.7791 -0.8789 -1.0806 0.1 0.1 0.1 0.429
H -1.1772 -1.3610 2.2045 0.1 0.0 -0.1 -0.203
H -2.7769 0.4600 1.2226 0.0 0.0 -0.6 -0.054
H 0.2736 0.8965 2.2209 0.0 -0.2 0.0 0.312
H 1.6635 -0.7996 0.1479 0.2 0.1 -0.1 0.279
H 1.8421 -1.8948 2.1215 0.1 0.0 0.1 0.392
H 3.2995 -0.9409 2.3167 -0.1 -0.2 -0.1 0.557
H 1.7520 -0.5232 3.1513 0.0 0.0 -0.1 0.387
Tl 3.2983 1.4301 3.3525 0.7 1.0 0.6 0.856

(7)
47
Properties=species:S:1:pos:R:3:forces:R:3:lowdin_spin:R:1 method="wB97M-V/def2-TZVPD" largest_force_ev_per_a=3.22 relative_energy_kj_mol=0.0 multiplicity=5 total_charge=-1 lumo_ev="2.808 / 2.741" s_squared=6.11
C -1.4517 0.9380 2.8627 0.0 0.1 -0.2 0.004
N -1.9135 0.0253 1.8367 -1.8 0.7 0.5 0.060
C -1.1492 -0.6916 0.9893 1.7 0.0 0.0 0.290
C 0.3293 -0.7286 1.0030 -0.4 -0.3 0.2 0.057
N -1.9610 -1.5048 0.2824 -1.7 -0.4 -0.6 0.058
C -1.5875 -2.5842 -0.6104 -0.2 0.1 -0.1 0.005
C -3.2904 -1.2919 0.6767 1.2 -1.0 -0.2 0.002
C -3.2586 -0.3373 1.6741 1.1 0.2 0.9 0.002
C -4.3444 -0.1259 2.5196 0.1 0.7 0.3 0.145
C -5.4564 -0.9705 2.3572 -0.5 -0.8 -0.9 0.079
C -5.4850 -1.9402 1.3362 -0.5 0.9 0.9 0.075
C -4.4056 -2.0918 0.4541 -0.1 -0.3 -0.7 0.145
H -2.3339 1.4155 3.2948 0.2 0.0 -0.1 0.000
H -0.9113 0.4177 3.6650 -0.1 0.0 -0.2 0.003
H -0.8017 1.7085 2.4327 -0.1 -0.2 0.1 0.001
H 0.6219 -1.7728 0.8366 0.1 0.1 0.1 0.011
H 0.6614 -0.4316 2.0043 0.1 -0.2 0.0 0.006
H -2.5102 -3.0993 -0.8723 0.2 -0.1 0.1 0.001
H -1.1391 -2.2187 -1.5360 0.0 -0.1 0.2 0.002
H -0.9050 -3.2963 -0.1341 -0.1 0.2 0.0 0.003
H -4.2919 0.6616 3.2698 -0.2 -0.3 0.0 0.013
H -6.3197 -0.8694 3.0146 0.2 0.0 -0.1 0.003
H -6.3676 -2.5696 1.2222 0.2 0.2 0.0 0.002
H -4.4086 -2.8007 -0.3734 -0.2 0.1 0.4 0.013
O 4.7477 -1.8788 -1.8256 -0.1 1.3 -0.3 -0.018
C 4.6033 -0.7615 -2.1239 0.0 -2.8 -0.2 -0.002
Fe 4.4897 0.9861 -2.3437 0.2 0.1 -0.2 1.825
C 5.9301 1.2264 -3.3725 1.8 -0.5 -0.2 0.099
O 7.0211 1.0999 -3.7472 -0.8 0.4 -0.2 0.060
C 5.1612 1.0208 -0.7239 1.9 0.0 2.6 -0.004
O 5.5458 0.8328 0.3625 -0.7 0.4 -1.1 -0.017
C 1.0454 0.1295 0.0014 1.8 1.0 -1.5 0.063
C 1.0210 1.6229 0.3004 -0.4 0.2 0.5 0.024
C 1.9759 2.5382 -0.5008 0.3 0.4 -0.2 0.037
C 2.8720 2.0536 -1.6357 -0.9 1.2 0.3 0.270
C 2.3824 1.2567 -2.6906 -2.9 -0.6 -0.5 0.234
C 1.2481 0.3517 -2.5548 1.4 1.2 -1.5 0.095
C 0.6291 -0.0882 -1.4307 -0.9 -0.9 0.9 0.236
H 2.1100 -0.1523 0.0586 0.0 -0.1 0.1 0.010
H -0.0090 1.9691 0.1221 0.1 0.0 0.1 0.003
H 1.2235 1.7937 1.3653 0.0 -0.1 0.1 0.003
H 1.3268 3.3119 -0.9479 0.1 0.0 -0.1 0.016
H 2.6048 3.1092 0.2018 -0.1 -0.3 0.0 0.000
H 3.5332 2.9009 -1.9336 -0.3 -0.4 0.0 0.029
H 2.6669 1.4898 -3.7370 0.1 -0.2 0.5 0.037
H 0.8451 -0.0022 -3.5170 0.1 0.1 0.4 0.002
H -0.2945 -0.6514 -1.5334 0.3 0.2 -0.3 0.019